{"formula": "C20H51ClO11S8", "method": "ωB97M-V/def2-TZVPD", "elements": ["O", "C", "Cl", "C", "C", "C", "C", "C", "O", "S", "O", "O", "H", "H", "H", "H", "H", "H", "H", "H", "H", "C", "S", "O", "C", "H", "H", "H", "H", "H", "H", "C", "S", "O", "C", "H", "H", "H", "H", "H", "H", "C", "S", "O", "C", "H", "H", "H", "H", "H", "H", "C", "S", "O", "C", "H", "H", "H", "H", "H", "H", "C", "S", "O", "C", "H", "H", "H", "H", "H", "H", "C", "S", "O", "C", "H", "H", "H", "H", "H", "H", "C", "S", "O", "C", "H", "H", "H", "H", "H", "H"], "positions_angstrom": [[1.74372, -2.47004, -0.96810], [1.14729, -3.26351, -1.60204], [0.87546, -4.87124, -0.94118], [0.64641, -3.04380, -3.00599], [-0.86457, -2.91084, -3.23821], [-1.79349, -3.95008, -2.60980], [-3.21030, -3.70734, -3.11834], [-3.74206, -2.31670, -2.74425], [-2.76784, -1.48533, -2.07191], [-1.38249, -1.25048, -2.77103], [-0.51465, -0.75623, -1.74802], [-1.54374, -0.48896, -3.97340], [1.01854, -3.86846, -3.61570], [1.13149, -2.13143, -3.35370], [-1.02410, -2.97093, -4.31517], [-1.75461, -3.93089, -1.52368], [-1.48084, -4.93571, -2.95400], [-3.20938, -3.81218, -4.20464], [-3.88164, -4.45952, -2.71178], [-4.15836, -1.81070, -3.61322], [-4.55517, -2.41936, -2.03012], [2.51053, 0.19822, 0.93160], [3.89173, -0.07977, 2.03488], [3.74823, 0.88236, 3.16559], [5.12955, 0.59011, 0.92544], [1.59947, -0.12208, 1.43281], [2.44769, 1.25843, 0.68359], [2.65817, -0.40272, 0.03725], [4.87499, 1.61789, 0.66965], [5.17324, -0.01735, 0.02241], [6.09197, 0.55346, 1.43391], [2.03477, -5.28668, 2.60132], [0.98248, -6.73386, 2.76471], [-0.23619, -6.47692, 1.95336], [0.54215, -6.44414, 4.48172], [2.38826, -5.24666, 1.57404], [1.45788, -4.38991, 2.82692], [2.88377, -5.37960, 3.27854], [0.06681, -5.46787, 4.57412], [1.43900, -6.49634, 5.09863], [-0.15438, -7.22445, 4.78021], [-8.12307, 1.44089, -1.85033], [-6.89499, 0.36715, -2.59636], [-7.13539, -1.01429, -2.09747], [-5.49965, 1.01394, -1.66609], [-9.09463, 1.17451, -2.25899], [-8.13975, 1.30049, -0.77124], [-7.88777, 2.47539, -2.10352], [-5.69145, 0.89451, -0.59984], [-5.35390, 2.06457, -1.91638], [-4.61410, 0.44740, -1.94802], [7.76431, 3.55137, 0.52339], [7.63182, 2.26167, -0.72090], [8.80073, 1.36156, -0.53732], [7.99588, 3.31870, -2.12556], [7.60782, 3.08871, 1.49579], [8.75770, 3.99802, 0.48122], [6.99422, 4.30243, 0.34754], [8.97341, 3.78148, -1.98930], [7.21665, 4.07495, -2.21683], [8.00297, 2.69133, -3.01383], [-10.66065, 3.89532, 1.36809], [-11.13589, 2.16432, 1.43952], [-10.18275, 1.42162, 0.57455], [-12.65311, 2.34604, 0.49633], [-9.69904, 3.99322, 1.86694], [-10.57215, 4.20537, 0.32686], [-11.40561, 4.49760, 1.88766], [-12.42408, 2.76418, -0.48373], [-13.34273, 2.99147, 1.04004], [-13.08964, 1.35638, 0.38302], [4.53547, 2.33740, 6.05085], [5.92415, 2.06807, 7.14823], [5.80161, 3.03759, 8.26887], [7.16878, 2.72359, 6.02896], [3.63296, 2.02940, 6.57388], [4.47248, 3.39577, 5.79739], [4.65237, 1.73430, 5.14908], [6.92144, 3.75511, 5.77826], [7.20627, 2.10650, 5.13117], [8.12770, 2.68715, 6.54135], [2.72889, 2.73038, -4.28369], [2.55373, 2.34174, -2.53875], [3.92285, 2.29558, -1.95476], [2.00953, 0.64920, -2.79604], [3.09576, 3.75154, -4.36168], [3.44288, 2.04395, -4.73888], [1.75571, 2.65221, -4.76746], [2.77347, 0.10700, -3.35564], [1.06192, 0.65970, -3.33618], [1.85708, 0.18515, -1.82660]], "e_homo_ha": -0.3074, "spin_multiplicity": 1, "lumo_ha": 0.007}